Record 1
Density functional theory data (ωB97M-V/def2-TZVPD) for C38H40FeN9O as an isolated structure.

Results
energy	-3303.1532	Eh
energy relative to the best compared isomer or geometry (same formula, charge and spin)	0.00	kJ/mol
multiplicity	6
LUMO (spin up / spin down)	-6.46 / -7.40	eV
frontier orbital gap (spin up / spin down)	4.74 / 3.80	eV
E_HOMO (spin up / spin down)	-11.2 / -11.2	eV
<S²>	8.764
total charge	+2

Last column: Mulliken charge in e.
CARTESIAN COORDINATES (ANGSTROEM)
Fe: -0.94 2.40 1.04  0.28
C: -3.49 1.84 2.86  -0.66
C: -2.74 0.52 2.82  -1.05
N: -1.29 0.63 2.61  -0.06
C: -0.53 0.83 3.90  -1.26
C: 0.20 2.12 3.81  0.45
C: 0.92 2.52 4.92  -0.89
C: 1.32 3.89 5.00  -0.58
C: 0.97 4.76 3.99  -1.09
C: 0.23 4.27 2.88  0.91
C: -0.21 5.21 1.77  -1.49
N: -1.31 4.64 1.01  -0.25
C: -2.68 5.19 1.42  -0.62
C: -3.62 4.08 1.89  -0.86
N: -2.75 2.93 2.24  -0.20
N: -0.13 2.95 2.81  1.14
H: -3.65 2.14 3.94  0.44
H: -4.47 1.65 2.44  0.42
H: -3.06 0.00 1.89  0.42
H: -2.94 -0.11 3.70  0.47
H: -0.99 -0.27 2.16  0.25
H: 0.30 0.14 4.11  0.61
H: -1.24 0.84 4.68  0.42
H: 1.04 1.82 5.78  0.45
H: 1.92 4.16 5.86  0.45
H: 1.27 5.81 3.93  0.52
H: 0.64 5.47 1.16  0.47
H: -0.62 6.23 2.17  0.49
H: -1.09 4.95 0.07  0.39
H: -3.17 5.76 0.62  0.41
H: -2.46 5.89 2.27  0.27
H: -4.37 3.86 1.16  0.45
H: -4.10 4.31 2.86  0.49
H: -2.20 3.31 3.02  0.51
N: 1.70 -0.04 -8.71  -0.42
C: 1.33 0.32 -7.67  -0.12
C: 0.90 0.71 -6.35  0.60
C: 1.79 1.44 -5.56  -0.95
C: 1.45 1.79 -4.29  -0.51
C: 0.24 1.29 -3.73  0.02
C: -0.62 0.55 -4.51  -0.40
C: -0.33 0.31 -5.82  -0.73
C: -0.02 1.61 -2.31  0.56
C: 1.01 1.36 -1.31  -0.04
C: 2.23 0.60 -1.35  -0.25
C: 2.84 0.79 -0.13  -1.32
C: 2.04 1.62 0.64  -0.37
N: 0.97 2.02 -0.10  0.03
C: -1.31 1.92 -1.87  0.24
C: -2.41 2.15 -2.71  -0.59
C: -3.53 2.12 -1.92  -1.33
C: -3.16 1.84 -0.62  -0.34
N: -1.77 1.86 -0.56  0.76
H: 2.65 1.85 -6.00  0.50
H: 2.17 2.23 -3.60  0.62
H: -1.47 0.00 -4.03  0.57
H: -0.99 -0.35 -6.42  0.40
H: 2.61 0.05 -2.23  0.61
H: 3.79 0.22 0.11  0.37
H: 2.20 2.09 1.60  0.55
H: -2.43 2.28 -3.78  0.82
H: -4.49 2.45 -2.30  0.44
H: -3.81 1.41 0.11  0.54
C: 2.93 -5.84 -2.05  -1.25
N: 1.59 -5.37 -1.72  -0.07
N: 1.31 -4.82 -0.47  0.41
C: 0.23 -3.96 -0.54  0.69
O: -0.26 -3.23 0.29  -0.73
C: -0.27 -4.10 -1.95  -1.29
C: 0.58 -5.06 -2.58  0.68
C: 0.46 -5.59 -3.93  -1.19
C: 1.89 -5.28 0.67  0.38
C: 2.08 -6.65 0.82  0.16
C: 2.51 -7.17 2.04  -0.78
C: 2.54 -6.33 3.12  -0.36
C: 2.36 -4.96 3.04  -0.71
C: 2.04 -4.40 1.80  -0.24
H: 3.33 -5.33 -2.90  0.44
H: 2.87 -6.91 -2.31  0.38
H: 3.51 -5.59 -1.19  0.43
H: -1.12 -3.60 -2.32  0.48
H: 0.41 -4.76 -4.68  0.29
H: -0.42 -6.24 -3.96  0.29
H: 1.37 -6.18 -4.21  0.31
H: 1.94 -7.28 -0.06  0.39
H: 2.82 -8.19 2.15  0.42
H: 2.71 -6.75 4.11  0.34
H: 2.48 -4.38 3.92  0.41
H: 1.77 -3.30 1.53  0.12

Record 2
Density functional theory data (ωB97M-V/def2-TZVPD) for a 7-piece molecular cluster, H12IO6 overall.

Results
energy	-756.3834	Eh
energy relative to the best compared isomer or geometry (same formula, charge and spin)	227.17	kJ/mol
LUMO	3.17	eV
frontier orbital gap	8.68	eV
E_HOMO	-5.5	eV
total charge	-1

Last column: Mulliken charge in e.
CARTESIAN COORDINATES (ANGSTROEM)
I: 0.40 -0.68 0.66  -0.57
O: -1.73 -3.14 -1.18  -0.63
H: -1.09 -3.36 -1.87  0.30
H: -1.02 -2.74 -0.57  0.23
O: -2.24 -1.97 2.40  -0.64
H: -1.70 -1.64 1.67  0.22
H: -2.33 -1.37 3.12  0.30
O: 2.81 2.33 0.08  -0.66
H: 2.09 2.72 -0.50  0.32
H: 2.42 1.32 0.49  0.26
O: -0.57 2.03 3.15  -0.61
H: -0.46 1.27 2.58  0.28
H: 0.11 2.14 3.73  0.28
O: -1.01 1.01 -2.27  -0.61
H: -0.99 0.42 -1.40  0.33
H: -1.34 0.87 -3.10  0.25
O: 2.48 0.19 -2.37  -0.59
H: 1.98 -0.16 -1.63  0.25
H: 2.19 0.77 -2.99  0.27

Record 3
Density functional theory data (ωB97M-V/def2-TZVPD) for one molecule with the formula C5H5FOS.

Results
energy	-766.7066	Eh
energy relative to the best compared isomer or geometry (same formula, charge and spin)	270.05	kJ/mol
LUMO	0.26	eV
frontier orbital gap	9.05	eV
E_HOMO	-8.8	eV
SMILES	F[C@@]12CC(=S)O[C@@H]1C2

Last column: Mulliken charge in e.
CARTESIAN COORDINATES (ANGSTROEM)
C: 0.72 0.35 -0.05  0.82
C: 1.06 -0.77 0.74  -0.90
C: 0.46 -0.87 -0.66  -0.11
C: -1.65 0.14 -0.24  0.18
C: -0.63 1.19 -0.05  -0.49
H: 2.09 -1.11 0.96  0.28
H: 0.46 -1.31 1.46  0.25
H: 1.07 -1.39 -1.50  0.32
H: -0.43 2.10 -0.71  0.33
H: -0.67 1.54 0.92  0.27
O: -1.06 -1.02 -0.51  -0.34
F: 1.90 0.97 -0.34  -0.33
S: -3.30 0.18 0.00  -0.28

Record 4
Density functional theory data (ωB97M-V/def2-TZVPD) for C64H58F5IO2RbS3Sb2Te as an isolated structure.

Results
energy	-5388.2226	Eh
energy relative to the best compared isomer or geometry (same formula, charge and spin)	61.98	kJ/mol
LUMO	1.59	eV
frontier orbital gap	5.39	eV
E_HOMO	-3.8	eV
total charge	-1

Last column: Mulliken charge in e.
CARTESIAN COORDINATES (ANGSTROEM)
Rb: 0.72 -0.68 -0.64  0.97
C: -6.91 3.49 2.23  -1.79
C: -5.62 2.94 1.67  1.16
C: -5.23 1.63 1.93  -0.89
C: -4.03 1.12 1.43  -0.17
C: -3.23 1.94 0.67  0.03
C: -3.60 3.25 0.37  -0.45
C: -4.79 3.74 0.88  -0.91
S: -1.68 1.28 0.07  1.69
O: -1.59 -0.09 0.70  -0.42
C: -0.57 2.37 0.94  1.59
C: 0.08 3.31 0.11  -0.72
C: 1.01 4.15 0.65  -0.72
C: 1.34 4.05 2.02  0.56
C: 2.36 4.86 2.59  -0.73
C: 2.68 4.76 3.90  -0.78
C: 2.00 3.83 4.73  -0.98
C: 1.03 3.03 4.22  -1.01
C: 0.67 3.11 2.84  1.08
C: -0.32 2.25 2.27  -0.93
C: -1.11 1.35 3.19  -0.90
C: -2.24 1.95 3.86  0.93
C: -2.62 3.30 3.61  -1.06
C: -3.73 3.83 4.19  -0.77
C: -4.52 3.05 5.08  -0.70
C: -4.18 1.76 5.34  -0.86
C: -3.03 1.18 4.73  1.18
C: -2.69 -0.18 4.96  -1.36
C: -1.64 -0.74 4.32  -0.90
C: -0.85 0.03 3.42  1.02
S: 0.33 -0.90 2.42  1.28
O: 1.25 0.07 1.77  -0.79
C: 1.26 -1.65 3.73  -0.43
C: 2.07 -0.85 4.53  -0.71
C: 2.85 -1.45 5.50  -0.90
C: 2.85 -2.84 5.68  1.21
C: 3.72 -3.48 6.73  -1.48
C: 2.04 -3.61 4.85  -0.86
C: 1.25 -3.03 3.87  -0.03
H: -7.43 2.75 2.83  0.36
H: -7.58 3.81 1.43  0.42
H: -6.72 4.36 2.86  0.32
H: -5.86 1.00 2.55  0.25
H: -3.72 0.11 1.64  0.49
H: -2.95 3.89 -0.22  0.49
H: -5.08 4.76 0.66  0.39
H: -0.10 3.31 -0.97  0.32
H: 1.54 4.85 0.02  0.31
H: 2.88 5.56 1.94  0.50
H: 3.47 5.37 4.32  0.40
H: 2.27 3.75 5.78  0.43
H: 0.52 2.32 4.86  0.60
H: -2.03 3.90 2.93  0.33
H: -4.01 4.85 3.97  0.44
H: -5.40 3.48 5.54  0.41
H: -4.78 1.15 6.01  0.43
H: -3.30 -0.77 5.64  0.39
H: -1.39 -1.78 4.49  0.49
H: 2.10 0.22 4.37  0.42
H: 3.50 -0.84 6.13  0.30
H: 4.33 -2.75 7.25  0.34
H: 4.39 -4.22 6.28  0.34
H: 3.11 -4.00 7.47  0.32
H: 2.05 -4.69 4.95  0.40
H: 0.66 -3.64 3.19  0.46
I: 1.31 -4.35 -0.22  0.12
C: 3.41 -4.19 -0.28  0.09
C: 4.14 -5.18 0.30  -0.65
C: 5.55 -5.08 0.31  -0.58
C: 6.16 -3.99 -0.23  -0.81
C: 5.40 -2.94 -0.83  1.05
C: 6.03 -1.78 -1.35  -1.22
C: 5.27 -0.81 -1.94  -0.80
C: 3.86 -0.97 -2.05  0.07
C: 3.17 -2.05 -1.55  0.03
C: 3.98 -3.03 -0.90  -0.01
H: 3.65 -6.04 0.75  0.42
H: 6.14 -5.87 0.76  0.38
H: 7.24 -3.89 -0.21  0.35
H: 7.11 -1.69 -1.28  0.31
H: 5.75 0.09 -2.33  0.47
H: 3.32 -0.19 -2.60  0.41
F: 5.93 3.90 0.25  -0.38
C: 4.89 3.63 -0.55  0.57
C: 4.02 2.60 -0.26  -0.16
F: 4.20 1.87 0.85  -0.43
C: 2.97 2.35 -1.12  -0.38
F: 2.09 1.39 -0.79  0.48
C: 2.67 3.09 -2.27  0.46
S: 1.25 2.78 -3.24  -0.48
C: 3.59 4.11 -2.52  0.32
F: 3.44 4.91 -3.59  -0.38
C: 4.66 4.38 -1.69  0.21
F: 5.51 5.39 -1.98  -0.35
C: -3.93 -0.22 -4.10  -1.44
Sb: -1.88 0.28 -3.66  0.40
C: -2.39 2.34 -3.31  -1.28
C: -1.35 0.66 -5.72  -1.60
C: -1.40 -0.59 -6.56  0.81
C: -2.59 -0.90 -7.22  -0.62
C: -2.73 -2.06 -7.98  -0.72
C: -1.65 -2.92 -8.10  -0.67
C: -0.46 -2.62 -7.45  -0.48
C: -0.30 -1.46 -6.67  0.94
C: 1.00 -1.21 -5.99  -2.00
Sb: 1.20 -2.04 -3.91  -0.26
C: -0.19 -3.67 -4.21  -1.28
C: 2.88 -3.21 -4.53  -1.45
H: -4.00 -1.21 -4.56  0.37
H: -4.35 0.52 -4.79  0.41
H: -4.51 -0.22 -3.17  0.32
H: -3.03 2.68 -4.12  0.63
H: -1.47 2.93 -3.29  0.22
H: -2.92 2.45 -2.37  0.22
H: -0.37 1.13 -5.69  0.59
H: -2.08 1.39 -6.06  0.75
H: -3.43 -0.22 -7.14  0.31
H: -3.67 -2.27 -8.49  0.38
H: -1.73 -3.83 -8.69  0.39
H: 0.39 -3.29 -7.55  0.40
H: 1.22 -0.15 -5.87  0.50
H: 1.82 -1.67 -6.54  0.67
H: 0.04 -4.21 -5.13  0.38
H: -1.21 -3.28 -4.28  0.26
H: -0.12 -4.34 -3.35  0.45
H: 2.64 -3.73 -5.46  0.54
H: 3.12 -3.94 -3.75  0.32
H: 3.74 -2.56 -4.67  0.39
C: -3.87 -4.49 -0.87  -1.12
Te: -2.95 -2.68 -0.22  0.54
C: -2.53 -3.50 1.69  -0.89
H: -4.56 -4.83 -0.09  0.31
H: -3.12 -5.24 -1.07  0.32
H: -4.44 -4.28 -1.77  0.32
H: -1.86 -4.35 1.58  0.37
H: -3.47 -3.80 2.17  0.49
H: -2.05 -2.73 2.29  -0.12